[1]
{"formula": "C2H11NO4", "method": "the ωB97M-V functional and the def2-TZVPD basis", "symbols": ["C", "N", "C", "O", "H", "H", "H", "H", "H", "O", "H", "H", "O", "H", "H", "O", "H", "H"], "coordinates": [[2.468020, -1.664607, 0.693828], [1.300718, -0.763266, 0.728294], [0.037687, -1.161796, 0.551914], [-0.835254, -0.305858, 0.451614], [2.167129, -2.628402, 0.284606], [3.138958, -1.333547, -0.101396], [2.925193, -1.670612, 1.672510], [1.571749, 0.207398, 0.740583], [-0.203489, -2.219771, 0.651811], [0.221103, 3.960434, -2.709696], [-0.226276, 3.131766, -2.474173], [0.234226, 4.020474, -3.681563], [-0.696734, 1.243621, -2.168811], [-1.594826, 0.850435, -2.152580], [-0.400091, 0.888301, -1.313199], [-2.125843, -1.910071, 2.967292], [-2.373158, -0.983988, 2.970387], [-1.185983, -1.904839, 2.912106]], "forces_ev_per_a": [[-0.824, 0.425, -1.005], [1.996, -1.531, -0.183], [-0.653, 2.304, 0.676], [-0.444, -0.536, -0.457], [-0.150, -0.274, 0.752], [0.311, 0.350, 0.414], [0.369, -0.458, 0.009], [-0.815, 0.174, -0.097], [0.317, -0.367, -0.297], [0.049, 0.225, -0.423], [0.080, -0.015, -0.306], [-0.110, -0.249, 0.726], [-0.875, -0.798, 0.587], [0.529, 0.528, -0.412], [0.239, 0.263, -0.032], [-1.008, -0.255, 0.183], [-0.068, 0.179, -0.127], [1.060, 0.034, -0.006]], "multiplicity": 1, "e_above_lowest_ev": 1.315, "lumo_ev": 0.55, "homo_ev": -10.446, "smiles": "CNC=O.O.O.O"}

=====

[2]
{"formula": "C36H57N3O8", "method": "the ωB97M-V functional and the def2-TZVPD basis", "symbols": ["C", "C", "C", "N", "C", "C", "C", "N", "C", "C", "C", "C", "O", "O", "C", "C", "C", "C", "N", "C", "C", "C", "C", "C", "C", "C", "O", "H", "H", "H", "H", "H", "H", "H", "H", "H", "H", "H", "H", "H", "H", "H", "H", "H", "H", "H", "H", "H", "H", "H", "H", "H", "H", "H", "C", "C", "C", "O", "H", "H", "H", "H", "H", "H", "C", "C", "C", "O", "H", "H", "H", "H", "H", "H", "C", "C", "C", "O", "H", "H", "H", "H", "H", "H", "C", "C", "C", "O", "H", "H", "H", "H", "H", "H", "C", "C", "C", "O", "H", "H", "H", "H", "H", "H"], "coordinates": [[-1.997642, 2.165596, 0.207115], [-1.234785, 1.410513, -0.869173], [-1.770436, 0.036812, -1.314990], [-0.543224, -0.637198, -1.872792], [-0.751611, -1.574188, -2.974114], [-0.546511, -2.924884, -2.767495], [-0.768018, -3.776117, -3.846683], [-1.171757, -3.365783, -5.046523], [-1.354911, -2.058179, -5.218745], [-1.151390, -1.115166, -4.217815], [0.508526, 0.432994, -2.072577], [1.885678, -0.222075, -2.300344], [2.708853, 0.523529, -2.828964], [1.941672, -1.413889, -1.872179], [0.296461, 1.252199, -0.789679], [0.957844, 0.534688, 0.426696], [0.141688, -0.077815, 1.580848], [-0.319985, -1.513096, 1.292200], [-0.201877, -2.443717, 2.423252], [0.878531, -3.377608, 2.141619], [0.597714, -4.342879, 1.007807], [-0.682346, -4.633461, 0.543374], [-0.884094, -5.495926, -0.527099], [0.200997, -6.082183, -1.162213], [1.486383, -5.790254, -0.723402], [1.679031, -4.932384, 0.351272], [2.940474, -4.630004, 0.791667], [-2.270511, 1.560737, 1.066858], [-2.932743, 2.534814, -0.220936], [-1.425429, 3.034122, 0.516719], [-1.349538, 2.014170, -1.774981], [-2.436912, 0.196672, -2.158417], [-2.245363, -0.577308, -0.561917], [-0.083592, -1.219284, -1.156609], [-0.209323, -3.317034, -1.816097], [-0.604233, -4.838605, -3.718399], [-1.678083, -1.726300, -6.196564], [-1.314612, -0.064111, -4.412404], [0.252288, 1.045700, -2.935838], [0.708233, 2.256208, -0.851084], [1.645693, 1.251937, 0.874051], [1.597052, -0.261914, 0.046241], [0.812788, -0.155101, 2.437282], [-0.689919, 0.535799, 1.916928], [0.323286, -1.903256, 0.493075], [-1.353298, -1.533885, 0.946319], [-1.071489, -2.943584, 2.535671], [1.772523, -2.807615, 1.893876], [1.131225, -3.937049, 3.045521], [-1.542883, -4.168696, 1.007678], [-1.886108, -5.720449, -0.867184], [0.067648, -6.766176, -1.988708], [2.354280, -6.220091, -1.204250], [3.391235, -4.173473, 0.064623], [-3.310069, 4.505491, 4.145449], [-2.210033, 4.724397, 3.136062], [-2.001737, 6.131052, 2.646405], [-1.522657, 3.808390, 2.740724], [-3.354922, 3.453891, 4.418681], [-3.119153, 5.103747, 5.037629], [-4.268846, 4.814554, 3.726002], [-1.750764, 6.790088, 3.476742], [-2.907423, 6.504722, 2.165562], [-1.183349, 6.143447, 1.931785], [6.376524, -3.314468, -2.309201], [4.877166, -3.273882, -2.459386], [4.328385, -2.686992, -3.731740], [4.141134, -3.685694, -1.592400], [6.638938, -3.754708, -1.350294], [6.815385, -3.906931, -3.113485], [6.781497, -2.303269, -2.367482], [4.689241, -3.255051, -4.591498], [4.660569, -1.653189, -3.834831], [3.242150, -2.710717, -3.705429], [1.701145, 4.975532, 1.736616], [1.884987, 6.271150, 2.490049], [2.995678, 7.179664, 2.021081], [1.174494, 6.566033, 3.423221], [0.871195, 4.415261, 2.163510], [1.495933, 5.182849, 0.684147], [2.613437, 4.378798, 1.791775], [2.831884, 7.463460, 0.980334], [3.954046, 6.662375, 2.086156], [3.024371, 8.073464, 2.639585], [-2.587268, -10.298701, -3.418671], [-2.384325, -8.831033, -3.129567], [-3.553335, -8.093524, -2.521457], [-1.340000, -8.275112, -3.372670], [-1.680803, -10.713981, -3.851445], [-2.826371, -10.831791, -2.497121], [-3.416241, -10.432037, -4.115572], [-3.825573, -8.545607, -1.566374], [-4.417366, -8.149112, -3.185519], [-3.285897, -7.051436, -2.365365], [-0.681751, 10.967390, 4.248765], [-1.724674, 9.878862, 4.318938], [-1.944765, 9.240070, 5.669412], [-2.346652, 9.530366, 3.343700], [-0.614508, 11.342884, 3.230868], [-0.947169, 11.785315, 4.920595], [0.288296, 10.572758, 4.555178], [-2.257058, 9.993090, 6.394688], [-1.016978, 8.786834, 6.022646], [-2.714252, 8.475546, 5.590685]], "forces_ev_per_a": [[-0.239, -0.278, -0.347], [-0.046, 0.110, -0.206], [0.238, 0.623, -0.539], [0.149, -0.488, 0.224], [-0.155, 0.000, -0.394], [-0.053, 0.127, -0.143], [-0.013, 0.128, 0.168], [0.011, 0.115, -0.039], [0.088, 0.064, 0.275], [-0.067, -0.123, 0.112], [-0.005, 0.622, -0.185], [-0.271, -0.685, 0.473], [0.276, -0.201, -0.007], [0.152, 0.732, -0.305], [-0.211, -0.512, 0.415], [-0.082, 0.420, 0.384], [0.110, -0.334, -0.010], [-0.146, 0.017, 0.100], [0.178, 0.378, -0.274], [-0.118, -0.318, 0.367], [0.000, -0.062, -0.209], [0.126, -0.070, 0.036], [-0.009, -0.181, 0.006], [0.269, 0.041, 0.112], [-0.111, 0.013, 0.041], [-0.017, 0.085, -0.064], [-0.192, 0.092, 0.059], [0.195, 0.048, 0.172], [-0.044, 0.012, 0.028], [0.027, -0.033, 0.236], [0.017, 0.174, 0.046], [-0.276, -0.322, 0.099], [0.043, -0.110, 0.096], [0.055, 0.027, 0.045], [0.057, 0.033, -0.039], [-0.027, -0.056, -0.047], [-0.009, -0.076, -0.089], [0.027, 0.036, -0.024], [-0.139, -0.167, -0.118], [0.251, -0.076, -0.342], [-0.025, 0.095, -0.016], [0.099, 0.010, -0.006], [0.052, 0.018, 0.019], [0.000, 0.147, -0.019], [-0.156, -0.019, -0.160], [-0.079, 0.043, -0.131], [0.002, -0.043, 0.169], [0.039, 0.044, 0.029], [-0.032, -0.020, 0.026], [-0.056, -0.003, 0.033], [-0.071, 0.047, 0.017], [-0.140, -0.005, -0.045], [0.029, -0.006, -0.031], [0.395, -0.125, -0.224], [0.059, -0.165, -0.023], [0.081, 0.096, 0.012], [0.080, -0.119, -0.157], [-0.033, -0.051, 0.101], [0.004, 0.000, 0.001], [-0.047, 0.064, -0.021], [0.001, 0.080, 0.038], [-0.093, 0.053, -0.007], [-0.040, 0.074, 0.125], [0.010, 0.030, 0.005], [-0.022, -0.056, 0.180], [-0.164, 0.218, -0.192], [-0.122, -0.151, 0.007], [0.025, -0.230, 0.224], [0.007, -0.007, 0.008], [0.017, 0.066, -0.049], [0.014, 0.000, -0.083], [0.123, 0.023, -0.022], [-0.015, 0.027, -0.005], [0.026, 0.072, 0.079], [-0.132, -0.018, 0.137], [0.004, -0.099, -0.061], [-0.067, 0.087, 0.130], [-0.010, 0.086, 0.062], [-0.006, 0.006, -0.014], [0.087, -0.009, -0.031], [0.037, 0.029, -0.079], [0.052, -0.056, -0.033], [0.004, -0.022, -0.081], [0.000, 0.001, 0.001], [0.151, 0.028, -0.047], [-0.064, -0.039, 0.013], [0.108, 0.105, -0.015], [0.038, 0.045, -0.006], [0.003, 0.001, -0.001], [-0.079, 0.000, -0.011], [-0.054, -0.017, 0.057], [-0.056, -0.041, -0.027], [-0.035, -0.060, 0.039], [-0.002, 0.009, -0.010], [-0.051, -0.003, -0.144], [0.069, -0.011, 0.041], [-0.089, -0.078, -0.089], [-0.043, -0.018, -0.031], [-0.002, 0.000, -0.003], [0.051, -0.023, 0.060], [-0.006, 0.020, 0.072], [0.073, 0.008, 0.034], [0.022, 0.055, 0.039], [-0.008, 0.004, 0.001]], "multiplicity": 1, "lumo_ev": 0.46, "homo_ev": -8.388, "smiles": "C[C@@H]1C[N@@H+](c2ccncc2)[C@H](C(=O)[O-])[C@@H]1CCCNCc1ccccc1O.CC(C)=O.CC(C)=O.CC(C)=O.CC(C)=O.CC(C)=O"}

=====

[3]
{"formula": "C5H11N", "method": "the ωB97M-V functional and the def2-TZVPD basis", "symbols": ["C", "C", "N", "H", "H", "H", "H", "H", "C", "C", "C", "H", "H", "H", "H", "H", "H"], "coordinates": [[2.293942, -0.115361, -1.166108], [0.457162, 0.907526, -0.079517], [1.010716, 0.505391, -1.259851], [2.466046, -0.725582, -2.054102], [2.408295, -0.753497, -0.268078], [3.092966, 0.640273, -1.111039], [0.123691, 1.948337, -0.076545], [1.019975, 0.706459, 0.846720], [-2.038264, 0.422827, 1.128128], [-1.049452, -0.060497, 0.073761], [-0.617975, -1.408186, 0.176519], [-1.442191, 0.172321, -0.921117], [-1.645275, 0.270821, 2.134368], [-2.244845, 1.486524, 0.998817], [-2.986838, -0.110569, 1.035098], [0.330856, -1.746037, -0.202597], [-1.178807, -2.140750, 0.745542]], "forces_ev_per_a": [[0.092, -0.451, 0.103], [-1.634, -0.791, 1.322], [0.347, 0.224, -0.634], [0.119, 0.055, 0.020], [-0.062, 0.177, -0.113], [-0.124, -0.011, -0.022], [-0.299, -0.111, -0.166], [0.069, -0.007, -0.142], [0.343, 0.131, -0.049], [0.860, 1.930, -0.631], [0.235, -1.233, 0.534], [0.084, 0.084, -0.062], [-0.058, -0.021, 0.012], [-0.011, -0.030, 0.019], [0.064, -0.052, 0.018], [-0.006, 0.001, -0.321], [-0.019, 0.106, 0.112]], "multiplicity": 1, "e_above_lowest_ev": 4.147, "lumo_ev": [0.27, -0.07], "homo_ev": [-8.560, -7.903]}